ORCA calculation (ωB97M-V/def2-TZVPD) on C6H12BrN3 as an isolated structure in a non-equilibrium geometry.

The geometry in XYZ format:
```
22
Properties=species:S:1:pos:R:3:forces:R:3:nbo_charge:R:1
Br -1.262050 0.140019 4.067113 0.048 -0.482 -1.186 -0.586
N -0.947243 -0.281112 -0.416831 -1.214 -0.508 -1.928 -0.271
N 0.628849 -3.155581 -0.704084 1.231 -2.541 1.005 -0.294
N -0.329348 -0.173336 0.769119 2.013 1.382 2.036 -0.215
C 0.691307 0.976087 0.965914 0.480 -3.374 2.330 -0.438
C -0.305556 -1.003595 -1.563001 0.019 2.393 1.337 -0.161
C 1.094488 -0.574040 -1.954990 0.997 1.129 -0.081 -0.616
C 0.193672 -2.242306 -1.201110 -2.372 -1.897 1.255 0.259
C -0.535215 -1.046332 1.797849 -0.878 0.223 -3.189 0.069
C -1.803226 0.776779 -0.997454 -0.604 -1.707 -0.044 -0.426
H -1.108692 -1.953385 1.447959 0.149 1.297 1.050 0.236
H -1.083179 -1.027938 -2.299552 0.045 -0.089 -0.761 0.249
H 1.287023 0.402384 -2.331748 -0.417 0.798 -1.156 0.223
H -2.516003 0.116500 -1.546386 -0.102 1.142 0.282 0.208
H 1.670314 -0.508384 -1.020289 0.009 -0.777 -0.387 0.225
H -2.325140 1.335130 -0.240389 -0.111 0.146 0.310 0.234
H 1.692666 0.631062 0.627171 -0.720 0.352 0.032 0.202
H -1.349117 1.427691 -1.739786 0.494 0.222 0.140 0.187
H 1.414460 -1.415792 -2.581557 0.844 0.965 -0.215 0.241
H 0.287462 -1.172505 2.411532 1.118 -0.221 1.307 0.210
H 0.378522 1.837387 0.480786 -0.698 1.488 -0.947 0.210
H 0.774990 1.128474 2.081495 -0.331 0.058 -1.189 0.256
```
Forces are in eV/Å.

Summary:
HOMO level (alpha / beta), eV: -8.569 / -8.569
Spin multiplicity: 1
Net charge: 0
Energy above the lowest of the compared OMol25 structures with the same formula, charge and spin, kJ/mol: 127.5
HOMO-LUMO gap (alpha / beta), eV: 8.27 / 8.27